DFT (ωB97M-V with the def2-TZVPD basis set) results for 4 unconnected molecules or ions with the total composition C27H54BBrCl2F3N4O11.

XYZ file:
```
103
Properties=species:S:1:pos:R:3:mulliken_charge:R:1
C -0.30754 0.93723 -1.57092 -1.201
B -0.01151 2.04569 -0.53305 0.817
O 0.93584 1.91535 0.40779 -0.244
N -0.73072 3.42571 -0.57409 0.612
C -1.94289 3.92171 -0.23204 0.330
N -2.91564 3.23488 0.37144 0.431
C -2.69628 1.82128 0.68719 -0.890
C -3.96410 1.11475 1.15083 0.016
O -4.24953 1.44116 2.48340 -0.565
C -3.75190 -0.40074 1.08247 0.584
F -3.32694 -0.75389 -0.16361 -0.248
F -2.78724 -0.79296 1.94408 -0.243
F -4.88208 -1.07146 1.34788 -0.260
C -4.13156 3.92694 0.62246 -0.764
Cl -4.23573 4.81127 2.09776 -0.130
C -5.10869 3.95799 -0.27945 0.957
C -6.37646 4.74036 -0.19067 -1.353
Cl -4.86920 3.01119 -1.71454 -0.115
N -2.04308 5.23362 -0.53198 -0.497
C -0.88952 5.55685 -1.05520 -0.382
N -0.05560 4.52067 -1.08698 -0.406
Br 1.59623 4.38588 -1.84949 0.123
H -0.96081 1.23734 -2.39290 0.376
H -0.73539 0.05133 -1.08496 0.447
H 0.64826 0.60093 -1.99098 0.387
H 1.08643 2.65738 1.00511 0.268
H -2.33224 1.32302 -0.21322 0.303
H -1.95198 1.72926 1.48959 0.354
H -4.80348 1.32778 0.47795 0.281
H -5.04097 1.98192 2.56172 0.422
H -6.16916 5.80597 -0.33565 0.296
H -7.08769 4.42269 -0.94974 0.421
H -6.83040 4.62480 0.79724 0.380
H -0.60789 6.52760 -1.43829 0.463
C 2.62266 -2.73389 1.61589 -0.837
O 3.17778 -2.18163 0.44187 -0.420
C 2.85985 -0.83166 0.20533 -0.180
C 4.06222 -0.01589 -0.21407 -0.321
O 5.00174 0.20407 0.81577 -0.423
C 5.89850 -0.84875 1.14015 -0.282
C 7.04067 -1.01677 0.16652 -0.567
O 6.59913 -1.52785 -1.07513 -0.317
C 7.20708 -0.95039 -2.20686 -0.755
H 1.57091 -3.00947 1.47400 0.425
H 3.18764 -3.63069 1.86120 0.322
H 2.69745 -2.03922 2.45882 0.377
H 2.40478 -0.37403 1.09129 0.228
H 2.12667 -0.77181 -0.61498 0.142
H 3.68194 0.98297 -0.45694 0.269
H 4.51701 -0.43803 -1.11298 0.189
H 5.37526 -1.79552 1.28621 0.133
H 6.34057 -0.54733 2.09243 0.369
H 7.75591 -1.71439 0.62273 0.380
H 7.55204 -0.05723 0.02958 0.335
H 7.27886 0.13860 -2.10963 0.341
H 6.58497 -1.18838 -3.06839 0.233
H 8.21171 -1.34954 -2.38212 0.322
C -1.34941 3.81158 -4.81992 -0.598
O -1.82006 2.50000 -4.96891 -0.300
C -3.21017 2.33585 -4.74058 0.094
C -3.88836 1.50681 -5.80699 -0.662
O -3.97515 2.14457 -7.06046 -0.404
C -2.83070 2.14937 -7.89886 -0.258
C -2.55012 0.83253 -8.58290 -0.576
O -2.09617 -0.14526 -7.66673 -0.303
C -2.62578 -1.43753 -7.86885 -0.766
H -1.23995 4.08811 -3.75888 -0.033
H -0.37103 3.86828 -5.29546 0.316
H -2.01557 4.54009 -5.29239 0.433
H -3.70313 3.31192 -4.66799 0.419
H -3.34980 1.80940 -3.78470 0.039
H -4.92551 1.38456 -5.48125 0.321
H -3.43066 0.51741 -5.87091 0.241
H -1.94045 2.50270 -7.37286 0.121
H -3.07246 2.86748 -8.68531 0.359
H -1.77810 1.01643 -9.34194 0.373
H -3.45195 0.48930 -9.10075 0.350
H -3.70047 -1.40055 -8.07464 0.349
H -2.46184 -2.00490 -6.95397 0.238
H -2.13113 -1.95788 -8.69524 0.319
C 1.67722 -7.27051 7.03916 -0.774
O 1.99261 -5.93455 7.35501 -0.320
C 3.27281 -5.50958 6.93871 -0.562
C 3.24770 -4.12417 6.33597 -0.333
O 2.59549 -4.03489 5.08024 -0.341
C 1.18277 -4.11228 5.04009 -0.339
C 0.44815 -2.93445 5.64055 -0.519
O 0.53868 -2.89558 7.04723 -0.313
C 0.75787 -1.62079 7.59924 -0.772
H 2.15897 -7.97778 7.72297 0.320
H 0.59767 -7.37893 7.13059 0.236
H 1.97327 -7.52089 6.01450 0.357
H 3.69592 -6.21334 6.21278 0.342
H 3.95031 -5.47431 7.80298 0.381
H 4.28773 -3.86720 6.11895 0.399
H 2.85944 -3.39668 7.05128 0.118
H 0.81589 -5.05282 5.45695 0.104
H 0.94257 -4.09931 3.97292 0.407
H -0.60638 -3.03104 5.34493 0.405
H 0.83379 -2.00545 5.20132 0.294
H 1.51892 -1.06701 7.03717 0.350
H 1.11046 -1.76367 8.61928 0.241
H -0.15970 -1.02167 7.62782 0.316
```

Calculated values
Frontier orbital gap: 6.253 eV
Total charge: +1
Energy above the lowest of the compared OMol25 structures with the same formula, charge and spin: 0.000 eV
E_LUMO: -4.1 eV

***

DFT (ωB97M-V with the def2-TZVPD basis set) results for a molecular structure, C27H54Cl2InN3O4Si2 in a non-equilibrium geometry.

XYZ file:
```
93
Properties=species:S:1:pos:R:3:mulliken_charge:R:1
C -0.97996 -0.47829 -4.46193 -1.009
C -0.55520 -1.66593 -3.68989 0.338
H -0.50989 -0.41949 -5.43894 0.445
H -0.75915 0.43904 -3.91878 -0.269
H -2.06081 -0.49353 -4.63158 0.324
C -0.11834 -2.79888 -4.25861 0.050
C 0.15592 -3.00536 -5.70997 -1.575
H 0.01265 -3.69832 -3.66860 0.397
H 0.23094 -2.07515 -6.28007 0.331
H -0.65693 -3.57988 -6.17316 0.303
H 1.07311 -3.58107 -5.90774 0.348
In 0.03124 0.47245 0.28496 2.274
Cl -1.65245 2.29691 -0.08244 -0.532
C 0.14991 -2.40402 1.89027 0.703
O 0.76037 -1.33386 1.62377 -1.233
N 0.56782 -3.29295 2.78993 0.481
C 1.90610 -3.19836 3.36244 -0.960
C -0.19208 -4.50132 3.11605 -1.044
H -0.79555 -2.71779 1.40862 -0.100
H 2.30054 -2.18833 3.21165 0.244
H 2.58621 -3.93254 2.89723 0.257
H 1.83414 -3.42442 4.43484 0.329
H -1.23762 -4.35676 2.83836 0.273
H -0.12499 -4.69008 4.19412 0.385
H 0.19345 -5.37755 2.57696 0.296
H 1.29296 3.04072 5.44755 0.311
H -0.27294 4.96007 4.54983 0.319
C 1.84265 3.20387 4.50016 -0.941
C 0.29563 4.92540 3.61687 -0.898
N 0.90061 3.61589 3.44271 0.269
H 2.41432 2.30207 4.23326 0.241
C 0.54423 2.88142 2.38437 1.300
O 0.86993 1.67035 2.21880 -0.805
H -0.37396 5.08818 2.77300 0.210
H -0.12172 3.40368 1.66052 -0.691
H 2.53757 4.04377 4.68358 0.352
H 1.05998 5.70735 3.64202 0.330
H 1.83349 0.27943 -3.22161 0.089
H 2.90423 -2.41169 -3.09251 0.274
C 2.86894 0.41719 -2.88536 -0.640
C 3.69054 -1.89811 -2.50959 -0.916
N 3.22548 -0.63221 -1.94150 0.396
H 2.95504 1.39039 -2.40071 0.170
C 2.86581 -0.52537 -0.65651 0.048
O 2.23900 0.46539 -0.17864 -0.664
H 4.01590 -2.55255 -1.69112 0.344
H 3.16345 -1.38600 -0.03831 0.343
H 3.53823 0.36663 -3.74693 0.362
H 4.53499 -1.73450 -3.19503 0.314
O 0.12535 -0.47604 -1.73469 -0.754
C -0.70590 -1.47937 -2.18306 0.007
C 0.66139 -3.39827 -1.13173 0.668
C -0.57175 -2.80401 -1.39348 0.657
H 1.58523 -2.87587 -1.39376 -0.187
C 0.71029 -4.68288 -0.58745 -0.784
H -1.73384 -1.09601 -2.03690 0.202
C -1.75722 -3.47677 -1.09280 -0.308
H 1.68553 -5.15914 -0.46252 0.391
C -0.47652 -5.35862 -0.28864 -0.676
C -1.71148 -4.74122 -0.50948 -0.925
H -2.70184 -3.00645 -1.37513 0.463
H -0.40664 -6.38222 0.09422 0.473
H -2.64415 -5.26462 -0.30252 0.395
Si 0.15032 4.79421 -2.15791 0.352
Cl -0.11088 2.76689 -2.80296 -0.141
C 1.94238 4.70157 -1.64767 -0.777
C -1.15512 5.35352 -0.96491 -0.651
C -0.22857 6.04482 -3.53360 -1.035
H 2.18563 3.70446 -1.23405 0.037
H 2.12120 5.50177 -0.91050 0.356
H 2.56662 4.87184 -2.54523 0.288
H 0.50237 6.03848 -4.35464 0.313
H -0.22884 7.02804 -3.02729 0.293
H -1.22799 5.86581 -3.96088 0.271
H -1.02546 4.94034 0.04017 -0.045
H -2.14087 5.05076 -1.34659 0.255
H -1.11387 6.46003 -0.94186 0.396
C -3.41472 1.74962 2.70354 -0.796
Si -2.65349 0.02631 2.74017 -0.075
C -1.41149 -0.00100 4.14333 -0.832
C -4.01700 -1.23080 3.09993 -1.157
C -1.98884 -0.43991 1.04367 -1.229
H -3.76017 2.00169 3.71738 0.342
H -4.27494 1.77484 2.01871 0.241
H -2.69919 2.51486 2.37127 0.088
H -1.77430 0.63541 4.96733 0.401
H -1.27967 -1.02105 4.53150 0.322
H -0.43277 0.38466 3.82355 0.103
H -4.82119 -1.12857 2.35919 0.280
H -3.61313 -2.24952 3.03687 0.255
H -4.43533 -1.07238 4.10171 0.316
H -2.66965 0.03837 0.30733 0.675
H -2.03329 -1.51941 0.81804 0.364
```

Calculated values
Frontier orbital gap: 7.287 eV
Energy above the lowest of the compared OMol25 structures with the same formula, charge and spin: 1.535 eV
E_LUMO: 0.3 eV

***

DFT (ωB97M-V with the def2-TZVPD basis set) results for 6 unconnected molecules or ions with the total composition C27H54ClFN3O6 in a non-equilibrium geometry.

XYZ file:
```
92
Properties=species:S:1:pos:R:3:mulliken_charge:R:1
C 1.89554 6.17707 -0.33110 -0.602
O 2.69655 5.20580 -0.99998 -0.416
C 1.96544 4.03765 -1.32599 -0.116
C 2.98097 3.04532 -1.89501 -0.830
C 2.62200 1.55536 -1.74679 -0.398
N 1.56563 1.29098 -0.74384 0.462
Cl 1.98943 1.09796 0.88219 0.004
C 0.32527 1.22195 -1.07524 -0.195
N -0.17056 1.37070 -2.35958 0.084
C -1.37118 2.22813 -2.21087 -0.776
C -1.80340 1.94005 -0.75776 0.258
F -1.76738 3.12586 -0.06073 -0.297
N -0.75614 1.02637 -0.20494 -0.152
H 1.05120 5.73534 0.20007 0.242
H 2.49084 6.68975 0.41896 0.198
H 1.53599 6.89292 -1.07174 0.280
H 1.22874 4.31628 -2.08965 0.185
H 1.47479 3.69537 -0.40750 0.319
H 3.95782 3.28207 -1.48631 0.427
H 3.05391 3.24420 -2.96296 0.289
H 2.34486 1.08121 -2.67946 0.247
H 3.50915 1.03065 -1.39416 0.231
H -0.30880 0.48199 -2.84419 0.269
H -2.16367 1.91652 -2.87924 0.336
H -1.00006 3.23432 -2.36213 0.338
H -2.73922 1.40471 -0.62531 0.421
H -0.54075 1.48120 0.69154 0.283
C -1.26254 -3.59562 1.98499 -0.659
C -1.37281 -2.11982 1.62416 -0.414
C -1.31374 -2.16630 0.10296 0.249
O -1.89717 -3.40835 -0.28581 -0.458
C -2.05906 -4.24850 0.86659 -0.314
H -1.64960 -3.83632 2.97356 0.370
H -0.21802 -3.91385 1.94097 0.252
H -2.33950 -1.72810 1.95166 0.301
H -0.58898 -1.50004 2.06032 0.289
H -0.27905 -2.14474 -0.25153 -0.126
H -1.85833 -1.34851 -0.36789 0.031
H -3.12472 -4.29463 1.11159 0.161
H -1.71521 -5.25516 0.63125 0.328
C 0.53884 6.02718 4.73824 -0.558
C 0.96540 7.48566 4.84463 -0.555
C 1.34251 7.80467 3.40658 -0.464
O 0.50500 6.98900 2.57572 -0.352
C -0.14998 6.00521 3.38212 -0.234
H -0.11153 5.69910 5.54757 0.349
H 1.41992 5.38044 4.72468 0.263
H 0.11835 8.10046 5.15658 0.261
H 1.78316 7.65460 5.54290 0.331
H 2.38738 7.54589 3.20261 0.276
H 1.18946 8.85306 3.15100 0.301
H -1.20658 6.27896 3.46882 0.280
H -0.08401 5.03251 2.88854 0.104
C -7.26425 -4.32003 3.35790 -0.538
C -6.14596 -3.32848 3.65516 -0.429
C -5.20016 -4.17403 4.49544 -0.302
O -5.34244 -5.51998 4.03839 -0.397
C -6.48900 -5.61804 3.18692 -0.407
H -7.85798 -4.06413 2.48165 0.335
H -7.93625 -4.39278 4.21582 0.274
H -5.65711 -3.02748 2.72404 0.161
H -6.47991 -2.42871 4.17018 0.356
H -5.47126 -4.13907 5.55569 0.306
H -4.15671 -3.86817 4.39538 0.126
H -6.14281 -5.74058 2.15461 0.247
H -7.06853 -6.49862 3.46374 0.274
C 5.22774 -3.61512 -2.04337 -0.488
C 5.23285 -2.77703 -3.31614 -0.650
C 4.41737 -1.56666 -2.89200 0.582
O 4.64768 -1.38618 -1.48919 -0.428
C 5.31381 -2.54680 -0.96561 -0.510
H 6.04222 -4.33463 -1.98900 0.362
H 4.28423 -4.16068 -1.95847 0.195
H 6.25276 -2.47519 -3.56276 0.303
H 4.81179 -3.28864 -4.18036 0.349
H 3.34598 -1.73921 -3.04065 -0.580
H 4.69989 -0.65721 -3.42637 0.337
H 6.35294 -2.27860 -0.75390 0.307
H 4.83599 -2.84528 -0.03241 0.287
C 0.43744 -3.82007 -3.87012 -0.681
C 0.34691 -2.94601 -5.11696 -0.706
C -0.47827 -1.77043 -4.61780 -0.477
O -0.17402 -1.62267 -3.21610 -0.245
C 0.55157 -2.78043 -2.77198 0.319
H 1.27552 -4.51467 -3.88179 0.387
H -0.48183 -4.39595 -3.74643 0.303
H 1.34445 -2.60749 -5.40878 0.238
H -0.10601 -3.44436 -5.97158 0.376
H -1.55003 -1.96569 -4.71491 0.310
H -0.24552 -0.83961 -5.13917 0.340
H 1.59413 -2.48558 -2.61436 -0.321
H 0.14662 -3.12223 -1.82579 -0.017
```

Calculated values
Frontier orbital gap: 7.891 eV
Total charge: +1
E_LUMO: -3.1 eV

***

Which value of E_LUMO does entry 1 give?
-4.1 eV

***

What is the E_LUMO in the first record?
-4.1 eV

***

Among the records above, which one has the lowest E_LUMO?
C27H54BBrCl2F3N4O11

***

The highest frontier orbital gap belongs to which entry?
C27H54ClFN3O6